Here is a gas-phase ion, C2H7N4S2 (charge +1) in a non-equilibrium geometry from OMol25. Energies are from ωB97M-V/def2-TZVPD.

```
! wB97M-V def2-TZVPD RIJCOSX def2/J DEFGRID3
* xyz 1 1
S -5.05412 -2.47872 -1.94448
S -3.99211 -0.78488 -1.93289
N -2.52970 -1.36861 -1.38520
N -0.43801 -0.11134 -1.20548
N -1.45431 -0.84691 -1.10396
N 0.46414 0.24823 -0.32318
C 0.24560 0.27926 1.14041
C 1.85048 0.31266 -0.68041
H 1.25490 0.55736 1.52728
H 2.33897 1.04937 -0.00704
H -0.48458 1.08617 1.27018
H 2.36630 -0.66045 -0.50190
H -0.11812 -0.59377 1.50469
H 1.90718 0.66788 -1.81187
H -6.18590 -2.22244 -1.21935
*
```

The HOMO energy comes out at -13.34 eV. For the orbital gap, the calculation gives 7.96 eV. The value obtained for the total energy is -29805.9947 eV. For the strongest force on any atom, the calculation gives 0.07767 Eh/bohr. The LUMO energy is -5.38 eV. The value obtained for the energy above the lowest of the compared OMol25 structures with the same formula, charge and spin is 4.178 eV. Its SMILES is C[N+](C)=N/N=N\SS.

=====

Here is a molecular structure, C2H7N5 in a non-equilibrium geometry from OMol25. Energies are from ωB97M-V/def2-TZVPD.

```
! wB97M-V def2-TZVPD RIJCOSX def2/J DEFGRID3
* xyz 0 1
N 1.03472 -0.13859 -1.13367
N 2.29847 -0.07717 -0.94778
N -1.12173 -0.99642 1.09305
N 0.26077 0.54870 -0.22156
N -1.91882 0.03472 -0.91195
C -0.95969 -0.32599 -0.12697
C 0.70409 1.41056 0.64611
H 1.74416 1.69026 0.60886
H -1.87891 -0.67024 1.67674
H -0.02057 1.87712 1.29354
H -2.71629 -0.58819 -0.80386
H -0.28108 -1.20158 1.61227
H 0.12112 -1.08857 -1.00387
H 2.73374 -0.47462 -1.78091
*
```

The HOMO energy (alpha / beta) comes out at -7.10 / -7.10 eV. For the orbital gap (alpha / beta), the calculation gives 7.06 / 7.05 eV. The value obtained for the total energy is -9631.9066 eV. For the strongest force on any atom, the calculation gives 0.03650 Eh/bohr. The LUMO energy (alpha / beta) is -0.04 / -0.04 eV. The value obtained for the energy above the lowest of the compared OMol25 structures with the same formula, charge and spin is 6.132 eV.

=====

Here is a gas-phase ion, C2H7N6O2 (charge +1) in a non-equilibrium geometry from OMol25. Energies are from ωB97M-V/def2-TZVPD.

```
! wB97M-V def2-TZVPD RIJCOSX def2/J DEFGRID3
* xyz 1 1
O 0.07579 -2.27922 -1.26430
O 0.30015 1.97359 1.82773
N 2.16686 1.54224 -0.11471
N 0.91232 -0.31258 -0.71865
N 0.02860 -1.27821 -0.25712
N -0.02642 1.03573 0.85190
N -1.28313 0.98032 0.33156
N -2.57530 -0.29250 -1.23635
C -1.73169 0.03278 -0.34902
C 1.03072 0.81270 -0.00007
H 2.56186 2.11018 0.50604
H -0.24203 1.76590 2.69724
H -3.22020 0.31111 -1.73296
H 2.80409 1.20986 -0.83427
H 1.40255 -0.60121 -1.56441
H -0.49289 -2.96297 -0.96454
H -3.03172 -1.18333 -1.31451
*
```

The HOMO energy (alpha / beta) comes out at -11.80 / -11.79 eV. For the orbital gap (alpha / beta), the calculation gives 8.19 / 8.19 eV. The value obtained for the total energy is -15209.3009 eV. For the strongest force on any atom, the calculation gives 0.10004 Eh/bohr. The LUMO energy (alpha / beta) is -3.61 / -3.61 eV. The value obtained for the energy above the lowest of the compared OMol25 structures with the same formula, charge and spin is 2.608 eV.